1.
Entry from the Open Molecules 2025 dataset: C40H34AsN2O3PRu as an isolated structure (ωB97M-V/def2-TZVPD).

**HOMO energy**: -12.78 eV
**Gap between HOMO and LUMO**: 0.162 Ha
**Relative energy (zero: lowest compared OMol25 entry of this formula, charge and spin)**: 0.0 kcal/mol

Structure (ORCA input):
```
! wB97M-V def2-TZVPD RIJCOSX def2/J DEFGRID3
* xyz 2 1
C -1.8950 1.9011 -4.1374
H 1.8964 1.2494 3.6918
C -2.3430 -1.0506 3.5354
C -1.1018 -1.8715 -5.1758
C -4.1503 -2.6650 3.5203
H 4.0120 5.9470 1.4434
H 2.3671 -5.9225 -0.0825
H -3.9726 -4.2870 4.8823
C -2.2954 -2.9467 5.0419
C 3.6403 4.9344 1.3713
C 1.6579 -5.1962 0.2920
H 5.1474 4.0098 2.5164
As -1.6706 -3.0742 -1.2215
H -2.2993 -0.6666 -1.3135
C -2.2211 2.8491 -1.5462
C -0.7605 -2.6098 -2.8959
H -0.9500 -2.7083 1.6586
C -1.7229 -1.8002 4.5578
C 0.7108 -4.6539 -0.5679
C 2.2216 1.4379 0.5635
C 2.3884 4.6740 0.5663
C -1.2776 1.8608 -1.8236
C 2.7823 4.0212 -0.7719
N 0.1275 1.3861 2.6772
C 3.6498 1.9031 0.3246
C 1.4623 3.7200 1.2508
H 1.8276 5.5819 0.3543
H -1.7749 -1.6605 -5.9969
H -2.6822 -2.4347 -3.8464
H 0.6707 -1.4212 -6.3004
C 3.6323 2.5447 1.7716
H -1.8140 -3.5099 5.8286
H 0.7305 -3.6521 3.1590
H -3.4216 3.3104 -4.6628
H -3.7280 4.1429 -2.3592
C 1.3566 1.8162 -0.5601
H -2.3689 3.2110 -0.5239
H -0.7801 -1.4471 4.9507
Ru -1.0502 2.2884 1.4092
C -2.9916 3.3791 -2.5673
H 2.1987 -1.9841 -4.4400
H 0.2983 -0.8215 -1.3664
H 2.0993 0.4181 0.9212
H 0.2445 -0.9264 0.3993
C -1.6853 -1.1854 -0.5742
C 3.5470 2.8192 -0.8836
C 0.6156 -2.4858 -3.0822
C -0.2136 -3.7236 -0.1010
C 1.6829 -4.8255 1.6286
H 4.2649 2.7354 -1.6897
C -1.6510 0.1007 2.9844
H 1.6139 2.9382 -2.3968
H 0.6895 -4.9760 -1.6025
C 1.3462 1.7318 2.8900
H -5.0982 -2.9837 3.1091
C -3.5155 -3.3803 4.5085
H -1.7870 1.5264 -5.1462
H 4.0509 1.8147 2.4619
H 4.3897 1.1248 0.1688
O -2.2392 0.8021 2.0423
C -2.8188 2.9040 -3.8617
C -0.2001 -3.3800 1.2510
H -2.2132 -1.1357 0.3768
C -3.5822 -1.4895 3.0264
C 4.2352 3.9003 1.9451
H 2.8876 4.7315 -1.5830
P -0.3692 1.2399 -0.4272
N -0.4232 0.3738 3.4029
H 1.2989 -2.7473 -2.2823
C 0.7452 -3.9213 2.1101
H -0.4250 0.5619 -3.3323
C -1.1217 1.3676 -3.1191
C -1.6105 -2.3103 -3.9606
C 1.1271 -2.0523 -4.3003
C 2.0728 2.4571 1.8017
C 0.2697 -1.7387 -5.3467
O 0.2574 3.8995 1.1329
H -3.8094 -0.0293 1.8372
H 2.4140 -5.2596 2.2976
O -4.2711 -0.8517 2.0629
C 1.9673 2.7362 -1.3956
C -0.2928 -0.5655 -0.4812
*
```

Results of the Mulliken charge analysis, in e, for atoms 1 through 2: C -0.7805; H 0.4422

***

2.
Entry from the Open Molecules 2025 dataset: C40H34ClN3O2PY as an isolated structure at a distorted geometry (ωB97M-V/def2-TZVPD).

**HOMO energy**: -13.21 eV
**Gap between HOMO and LUMO**: 0.266 Ha

Structure (ORCA input):
```
! wB97M-V def2-TZVPD RIJCOSX def2/J DEFGRID3
* xyz 2 1
C -3.8873 0.9780 -3.1545
C -2.2344 3.2165 2.2317
C 5.0051 0.0900 -3.0093
H -0.5479 -3.9816 -1.3502
C -2.2562 1.7217 -1.6006
C 3.9734 0.2508 -0.4341
H -3.0437 3.6577 1.6603
C -1.9867 -1.8897 -1.7312
H 1.7025 5.2202 -4.5961
H 0.9130 4.9433 2.5424
C 1.3232 4.2462 -4.3119
H -3.6212 1.8999 4.2036
C 5.1813 -0.3880 -0.6567
C 2.9414 -4.3537 1.7729
H -4.1754 0.5886 3.1527
H 3.5764 0.3069 0.5733
O 1.2464 -1.2447 0.9526
C 3.7170 4.6089 0.7091
H 6.6423 -0.9684 -2.1203
C -3.2786 2.0154 -2.5076
C -2.6528 -2.9326 -2.3024
H -4.9274 -1.2937 -4.2242
C 0.0120 2.2908 -4.8152
C 1.2954 -4.8118 0.1100
C 1.1841 3.4723 1.0063
C -0.2223 -3.1447 -0.7369
H 0.7890 -5.5136 -0.5444
C 2.8459 5.1146 1.6559
Cl 2.7890 -6.9104 0.8939
H -1.7577 2.5261 -1.0713
H -0.6295 1.7374 -5.4899
P 1.6801 1.6213 -1.1759
C -2.4374 -0.5631 -1.9971
C 1.5691 -2.5525 0.9636
Y -0.0640 -0.0742 0.0589
C -0.1752 2.9575 1.3411
N -1.8375 0.4940 -1.3476
C 2.5743 -3.0203 1.7908
H -0.7363 -0.7405 2.3069
H 3.0692 -2.3146 2.4473
C -1.7111 -0.6248 2.7841
C 1.6727 3.7028 -3.0833
C 0.8955 -3.4605 0.1256
H -2.3795 3.4254 3.2865
H -0.0153 0.7660 -3.3182
H 5.7239 -0.8231 0.1733
C -4.1185 -1.4637 -3.5235
C 3.2809 0.8288 -1.5014
H 4.0157 3.1613 -0.8267
H 4.7034 5.0387 0.5824
C 0.3582 1.7498 -3.5856
H -2.7249 1.3499 1.2229
H -4.2155 -3.5808 -3.6431
C -3.4846 -0.3549 -2.9104
C 1.1955 2.4466 -2.7135
C 3.7946 0.7415 -2.7903
C 2.0652 2.9583 0.0308
C 3.3220 3.5453 -0.0892
H -3.5702 3.0434 -2.6764
H 3.7319 -4.7122 2.4213
H -1.6550 -1.2502 3.6743
C 5.6970 -0.4694 -1.9471
C 1.5889 4.5507 1.7968
O -0.9973 3.8741 1.8232
H 5.4071 0.0284 -4.0126
N -0.8543 -2.0178 -0.8489
C -1.9901 1.7323 1.9380
C -3.7201 -2.7237 -3.2057
H -3.4173 0.2312 4.7036
C 0.4948 3.5410 -5.1776
C -3.3825 0.8984 3.8420
H -1.2437 1.1822 3.8503
H 3.2661 1.1854 -3.6248
H -2.3782 -3.9538 -2.0717
H -4.6908 1.1635 -3.8599
N -0.6348 1.7470 1.3027
H 3.1376 5.9437 2.2875
C -2.0165 0.8254 3.1622
C 2.3049 -5.2529 0.9194
H -2.4990 -1.0289 2.1376
H 0.2249 3.9686 -6.1351
H 2.3138 4.2681 -2.4183
*
```

Results of the Mulliken charge analysis, in e, for atoms 1 through 2: C -0.8584; C -0.6172

***

3.
Entry from the Open Molecules 2025 dataset: C40H34IrN2OSe2Si2 as an isolated structure (ωB97M-V/def2-TZVPD).

**HOMO energy (spin up / spin down)**: -12.40 / -13.45 eV
**Gap between HOMO and LUMO (spin up / spin down)**: 0.254 / 0.174 Ha
**Relative energy (zero: lowest compared OMol25 entry of this formula, charge and spin)**: 4.7 kcal/mol

Structure (ORCA input):
```
! wB97M-V def2-TZVPD RIJCOSX def2/J DEFGRID3
* xyz 2 6
H 4.9161 -0.0657 -5.0467
C -5.6039 4.2134 1.1360
Se -1.1321 -2.7421 2.4316
H -3.3978 -3.8327 -3.2059
H -2.5756 1.4036 -5.7141
C -2.4819 1.6134 -4.6567
Ir -1.0246 0.3229 0.4294
H -0.8016 -2.0178 5.2500
H -4.0632 4.6285 -0.2813
C 5.9080 0.2010 1.7145
H -4.3645 0.7119 -4.1550
H -6.1706 5.0989 0.8810
H -1.6829 -2.1740 -3.9773
C -0.2565 1.2608 4.6382
C -3.4873 1.2232 -3.7800
C 2.1034 -4.0690 2.2641
C 1.3668 -3.2976 -0.3010
C -2.2581 2.1967 -1.9328
H -7.0030 3.5586 2.6228
C -0.8019 -1.0803 3.3309
H 2.3131 1.4995 -2.0353
N -0.6658 0.0486 2.6216
H -0.0497 2.2105 5.1097
H -0.5987 2.6192 -4.8703
H 6.6294 2.0880 2.4410
H -4.0188 -3.8720 -0.7929
H -0.3224 2.0822 2.6503
C -3.6664 2.8028 0.8044
C -0.3856 0.0939 5.3728
H 4.6134 3.3512 1.7900
Si -2.0853 2.4829 -0.1033
H 0.6772 -5.3148 -0.5448
C -6.0712 3.3464 2.1157
C -3.3732 1.5084 -2.4284
C 3.6287 1.6453 0.9583
C -1.9901 -2.2287 -2.9430
H -0.7172 -0.6087 -2.3140
H 1.3283 -5.9971 1.7376
C -5.3463 2.2106 2.4437
C -2.7064 -2.2575 -0.3045
N -1.7966 -1.3706 -0.7260
C -4.4114 3.9437 0.4841
Si 2.2202 -0.6323 -0.0168
H 2.8176 -2.0688 2.5117
C -2.9412 -3.1403 -2.5114
H -0.2844 0.1040 6.4497
C 1.9746 -2.3665 0.5470
H 3.4010 1.7144 -4.2503
Se -3.2266 -2.2527 1.5413
H -0.3888 3.1262 -2.4695
C 2.3383 -2.7692 1.8358
C -4.1511 1.9420 1.7911
H 2.7460 2.1920 0.6500
H 2.3996 -4.3740 3.2593
C 1.1326 -4.5966 0.1246
C 4.6673 2.2895 1.5904
C -1.3677 2.2944 -4.1814
C 3.5697 0.8384 -3.6388
C 1.5021 -4.9814 1.4076
C 4.8717 -0.4507 1.0829
H -3.5950 1.0474 2.0546
H 1.0853 -3.0155 -1.3106
C -0.4094 1.1958 3.2677
H 5.3315 -2.0795 -3.6821
H 6.8008 -0.3382 1.9996
C -1.2553 2.5819 -2.8293
H -4.1697 1.2141 -1.7522
C -0.6679 -1.0917 4.7094
C 4.4218 -0.1719 -4.0899
C -1.4428 -1.3599 -2.0218
C 3.6851 0.2478 0.7595
H -5.7124 1.5350 3.2059
C 4.0687 -1.4355 -2.0817
C 2.9661 0.7195 -2.4071
O 0.9200 0.3250 -0.0283
C -3.2985 -3.1607 -1.1711
H 4.2602 -2.3099 -1.4713
C 5.8066 1.5698 1.9662
C 4.6670 -1.3098 -3.3141
C 3.1527 -0.4541 -1.6402
H -1.0214 3.4939 0.1305
H 4.9520 -1.5096 0.8684
*
```

Results of the Mulliken charge analysis, in e, for atoms 1 through 2: H 0.4244; C -0.6472

***

4.
Entry from the Open Molecules 2025 dataset: C40H36BrCdCl6N5O6 as an isolated structure at a distorted geometry (ωB97M-V/def2-TZVPD).

**HOMO energy**: -1.56 eV
**Gap between HOMO and LUMO**: 0.200 Ha
**Relative energy (zero: lowest compared OMol25 entry of this formula, charge and spin)**: 26.0 kcal/mol

Structure (ORCA input):
```
! wB97M-V def2-TZVPD RIJCOSX def2/J DEFGRID3
* xyz -2 1
C -4.8905 0.4120 1.1975
C -1.7373 -4.8454 1.4235
H -0.3823 -1.3366 -2.2414
C -1.5322 -5.0803 0.0753
C 0.4324 -3.6937 0.1257
Cl 4.5497 2.2574 -0.7755
H 1.8638 2.5458 4.1213
C -0.0868 2.9186 2.3656
H 0.7089 -1.0490 -4.4478
H -1.9116 0.9858 -3.1279
H -5.2654 -1.5675 4.4758
H 3.3914 6.4241 3.1753
C 0.6446 3.9955 1.7987
C 3.8680 4.5558 5.9425
C -2.4314 0.3492 -3.8440
O 0.6507 -0.1380 2.6641
Cl 3.1510 -0.8964 -1.6616
H -1.7827 -0.6102 1.6342
C -2.3448 0.3185 1.3682
Cl 1.8836 -6.1315 -0.9987
H -1.4017 0.9890 3.1541
C 1.0876 -2.4535 2.2045
H -0.3372 -4.6322 -1.6412
H -7.0285 0.3390 1.0776
N -1.7196 1.3597 2.2559
N 1.5313 -3.0803 -0.4810
H 4.5915 6.4792 5.3108
C 3.2957 5.5963 3.8642
C -5.1736 -0.9915 3.5608
O -2.2974 0.6234 0.0904
C 3.9767 5.6220 5.0618
C -3.5263 -0.3939 -3.0834
H -3.6785 -1.5851 -1.4454
C 2.3724 -4.8025 -2.0155
C 2.6606 3.4070 -4.1027
O -2.7965 -0.9653 3.8318
H -3.0477 -1.5273 4.5741
H -2.9091 0.9910 -4.5875
C 2.9751 -5.1216 -3.2188
H 3.0053 -6.1543 -3.5332
H -1.6685 -1.6208 -4.2951
C 3.5395 -4.1277 -3.9970
H -4.1265 -1.0023 -3.7746
H 0.9887 -0.4307 -2.1845
N 0.0314 -0.4504 -2.5131
C 0.9367 2.6735 -2.5187
C 1.7218 4.6679 2.2750
C -1.4002 -0.5819 -4.4985
C 2.9656 -2.5137 -2.3144
C -0.4634 -4.4904 -0.5765
C 3.0923 3.4627 5.5887
C 3.6595 3.0910 -3.2083
C -3.7576 0.0688 1.9138
C 2.4094 3.4350 4.3877
H -2.2104 -5.7168 -0.4761
C 1.3258 3.1986 -3.7503
C 1.9930 2.3534 -1.5705
H -2.3182 -0.7170 -1.5214
C 0.0105 -0.3350 -3.9627
C -0.8819 -4.0024 2.1129
C 2.4625 4.5233 3.5060
H -7.2766 -0.9166 3.1976
H 3.0244 2.6154 6.2597
C 3.3111 2.5871 -1.9529
H -1.0533 -3.7997 3.1628
Cl 0.0887 3.6347 -4.8866
C 0.7731 -0.9607 1.7677
Cd -0.3020 1.2140 -0.4546
C -6.1554 0.0730 1.6551
H -2.5692 -5.3090 1.9392
N -2.9496 -1.2875 -2.0882
H 2.0612 5.4973 1.6676
H -4.7462 0.9363 0.2635
H -1.3861 -0.4393 -5.5823
C 3.5753 -2.8283 -3.5102
H -4.2004 0.3568 -2.6383
O -0.2914 2.4757 -2.1969
C -6.2981 -0.6288 2.8384
O 0.6837 -0.7815 0.5305
Br -0.0876 4.6639 0.1539
H 0.9535 -2.5112 3.2847
C -3.9104 -0.6313 3.1155
H 0.0863 2.6697 3.4147
C 0.2062 -3.4125 1.4857
C 2.2278 -3.4726 -1.5715
Cl 3.0583 4.0781 -5.6478
H 4.0764 -2.0513 -4.0639
H 4.3955 4.5732 6.8869
O 1.6847 1.8884 -0.4084
H 2.1372 -2.6353 1.9671
N -0.9695 2.2629 1.6896
H 3.9854 -4.3755 -4.9477
H 0.3291 0.6752 -4.2329
H 1.5449 -2.0737 -0.2378
Cl 5.3238 3.3147 -3.6309
*
```

Results of the Mulliken charge analysis, in e, for atoms 1 through 2: C -0.1919; C -0.7964

***

no.,electronic energy (a.u.)
1,-4551.24977
2,-2698.99032
3,-7215.02152
4,-7774.13476